[1]
{
  "formula": "C26H34FN5O5RuS3",
  "method": "ωB97M-V/def2-TZVPD",
  "symbols": ["H", "C", "H", "C", "C", "H", "H", "C", "H", "H", "H", "C", "C", "H", "H", "H", "C", "C", "H", "C", "C", "H", "C", "H", "H", "N", "H", "C", "H", "C", "H", "C", "S", "H", "H", "H", "N", "H", "C", "O", "C", "C", "C", "O", "N", "S", "N", "H", "F", "N", "S", "H", "C", "H", "C", "Ru", "H", "C", "C", "H", "O", "H", "H", "H", "O", "H", "C", "C", "H", "O", "H", "C", "H", "C", "H"],
  "xyz": [[-2.664, -2.067, 3.495], [0.586, -3.805, -1.935], [-3.356, 1.615, 1.632], [-3.164, 1.182, 2.611], [0.406, -4.208, 0.347], [-4.512, 2.391, 3.765], [-0.910, 2.363, -8.554], [-0.163, 0.863, -4.120], [3.573, 0.156, -4.090], [-3.844, -1.157, 5.563], [0.219, -3.699, 1.288], [-1.236, 4.397, -9.206], [1.869, -4.426, 0.018], [2.728, -4.240, -1.989], [-3.360, 6.353, -7.398], [-2.609, 2.763, -8.778], [-2.914, 4.308, -6.731], [-3.016, 5.406, -7.805], [-0.134, -4.410, -2.488], [-1.648, 3.147, -8.413], [-1.227, 2.606, -6.036], [-1.613, 6.448, -8.966], [2.546, -1.091, -2.108], [2.515, 3.862, -5.464], [-4.866, -1.149, 4.107], [-1.652, 5.603, -8.398], [-2.816, 4.747, -5.739], [-2.754, -1.005, 3.717], [4.084, 3.623, -6.249], [0.670, 0.399, 2.057], [0.829, -2.929, -2.524], [2.978, 1.797, -5.967], [0.741, 1.187, 3.476], [-0.988, 5.701, -7.628], [-5.260, 0.944, 3.047], [-3.841, 3.731, -6.753], [-1.822, -1.076, 0.404], [-1.842, -0.659, 4.212], [2.510, 0.363, -4.070], [3.651, -1.468, -2.465], [-4.358, 1.338, 3.532], [3.377, 3.199, -5.535], [-2.044, 1.966, -5.100], [-0.434, -0.508, -2.247], [-2.905, -0.263, 2.452], [0.266, 1.020, 0.497], [-1.723, 3.519, -7.010], [3.853, 1.151, -6.003], [-3.379, 2.172, -5.142], [2.031, 1.173, -5.037], [0.941, -1.329, 1.818], [3.858, 3.172, -4.557], [1.771, -0.219, -3.086], [-1.725, 4.466, -10.176], [0.129, 2.344, -6.009], [0.102, -1.161, -0.281], [-2.179, 0.656, -3.423], [-3.971, -0.719, 4.575], [0.680, 1.458, -5.070], [2.544, 1.783, -6.967], [-4.143, 0.673, 4.762], [0.762, 2.867, -6.711], [2.298, -5.283, 0.533], [1.694, -5.658, -1.758], [-0.051, -3.342, -0.718], [2.433, -3.531, 0.277], [-1.534, 1.130, -4.150], [-2.344, -0.696, 1.367], [-3.669, 5.121, -8.628], [2.001, -1.359, -0.983], [-0.159, 4.465, -9.341], [1.824, -4.605, -1.505], [-0.170, -5.138, 0.311], [0.365, -0.015, -3.065], [-2.274, 1.652, 3.041]],
  "forces_ev_per_a": [[-0.002, -0.003, -0.002], [-0.014, -0.116, 0.101], [-0.010, -0.009, -0.010], [0.085, -0.004, 0.060], [0.093, 0.012, -0.066], [-0.004, 0.000, 0.000], [0.013, 0.004, -0.019], [-0.082, -0.037, 0.040], [0.005, -0.003, 0.007], [0.007, -0.005, -0.002], [-0.053, -0.074, -0.009], [0.007, 0.005, 0.042], [-0.061, -0.006, -0.017], [-0.008, 0.028, 0.023], [0.010, 0.003, 0.010], [0.010, -0.015, 0.007], [-0.037, 0.025, 0.030], [0.002, -0.041, 0.014], [-0.027, -0.029, 0.053], [-0.055, -0.039, -0.003], [0.003, 0.066, -0.101], [0.009, -0.003, 0.000], [-0.074, 0.219, -0.110], [0.000, 0.000, 0.001], [-0.007, 0.010, 0.009], [0.015, 0.003, -0.039], [-0.015, 0.005, -0.006], [0.040, 0.008, 0.042], [-0.001, 0.000, 0.002], [0.036, -0.332, -0.150], [-0.009, 0.061, -0.083], [0.007, -0.002, -0.007], [-0.011, 0.138, 0.191], [-0.001, 0.003, 0.000], [0.002, 0.003, 0.002], [0.002, -0.011, 0.004], [-0.111, -0.316, -0.255], [0.012, -0.012, -0.012], [-0.011, 0.007, -0.013], [0.052, -0.037, 0.065], [-0.017, -0.002, 0.018], [0.000, 0.019, 0.002], [-0.111, -0.064, 0.058], [-0.241, -0.159, -0.096], [-0.099, 0.043, -0.140], [-0.015, 0.325, -0.271], [0.067, 0.019, 0.003], [-0.008, -0.014, 0.006], [0.022, 0.017, -0.015], [0.048, -0.024, 0.004], [-0.185, 0.026, 0.287], [0.000, 0.002, -0.005], [0.119, -0.090, 0.107], [-0.014, 0.002, -0.001], [0.059, -0.011, 0.037], [0.612, 0.275, 0.238], [-0.001, -0.005, 0.002], [-0.017, -0.005, -0.021], [-0.104, 0.022, -0.002], [-0.004, 0.002, 0.007], [-0.004, 0.012, -0.002], [0.009, -0.004, 0.005], [-0.025, -0.015, 0.003], [0.026, 0.006, -0.028], [-0.068, 0.016, -0.076], [0.025, 0.002, 0.012], [0.092, -0.009, -0.006], [0.123, 0.118, 0.283], [0.006, 0.009, -0.007], [-0.095, -0.187, -0.026], [0.002, 0.011, -0.004], [0.010, -0.014, -0.017], [-0.015, -0.017, -0.036], [-0.018, 0.206, -0.115], [0.001, -0.021, -0.006]],
  "spin_multiplicity": 2,
  "charge": 1,
  "homo_lumo_gap_ha": [0.2057, 0.2016],
  "e_above_lowest_ev": 0.480,
  "max_force_ha_per_bohr": 0.014
}

***

[2]
{
  "formula": "C2H4NO2",
  "method": "ωB97M-V/def2-TZVPD",
  "symbols": ["H", "O", "C", "N", "H", "H", "H", "C", "O"],
  "xyz": [[-0.600, 1.233, -2.733], [0.530, -0.009, -0.886], [-0.666, 0.401, -1.075], [-1.165, 1.320, -1.875], [-0.036, -1.086, 1.003], [1.839, -0.819, 1.209], [-1.264, 0.119, -0.166], [0.785, -0.763, 1.702], [0.576, -0.395, 2.820]],
  "forces_ev_per_a": [[0.253, 0.749, 0.337], [-0.345, -0.425, -1.342], [1.114, 1.446, 2.125], [-0.286, -1.874, -0.711], [0.651, 0.150, 0.535], [-1.340, 0.167, 0.810], [-0.749, 0.197, -0.517], [0.512, -0.691, -1.900], [0.189, 0.281, 0.664]],
  "charge": -1,
  "homo_lumo_gap_ha": 0.2770,
  "e_above_lowest_ev": 2.098,
  "max_force_ha_per_bohr": 0.054
}

***

[3]
{
  "formula": "FNO4P",
  "method": "ωB97M-V/def2-TZVPD",
  "symbols": ["O", "N", "O", "P", "O", "F", "O"],
  "xyz": [[-0.888, 0.756, -0.023], [0.356, 1.354, -0.006], [1.133, 0.321, 0.323], [-0.231, -0.915, 0.351], [-0.327, -1.762, -0.861], [0.535, 1.658, -1.466], [-0.579, -1.412, 1.682]],
  "forces_ev_per_a": [[0.429, -1.337, 0.929], [-1.437, 0.232, 0.244], [-0.114, -1.740, 0.024], [-0.236, 2.104, -2.165], [0.474, 0.590, 0.619], [0.542, -0.355, -0.119], [0.343, 0.507, 0.468]],
  "charge": -1,
  "homo_lumo_gap_ha": 0.3715,
  "e_above_lowest_ev": 2.622,
  "max_force_ha_per_bohr": 0.059
}

***

Q: Which formula does entry 3 have?
A: FNO4P